{
  "formula": "C3H2FO2Pt",
  "method": "ωB97M-V with the def2-TZVPD basis set",
  "total_charge": 2,
  "homo_energy_ha": [-0.6909, -0.8194],
  "homo_lumo_gap_ev": [6.87, 7.00],
  "spin_multiplicity": 4,
  "symbols": ["O", "O", "C", "C", "C", "H", "H", "F", "Pt"],
  "coordinates": [[-1.150, -0.333, 0.529], [0.539, -0.720, -0.761], [-0.511, 0.865, 0.478], [0.735, 0.671, -0.295], [-0.530, -1.227, -0.250], [-1.006, 1.750, 0.862], [0.899, 1.315, -1.167], [1.849, 0.686, 0.479], [-0.827, -3.007, 0.125]],
  "mulliken_spin": [-0.098, 0.043, 0.606, 0.074, 0.439, 0.016, 0.032, 0.040, 1.849]
}

{
  "formula": "C22H42NOP3SYb",
  "method": "ωB97M-V with the def2-TZVPD basis set",
  "total_charge": 3,
  "homo_energy_ha": [-0.6111, -0.6114],
  "homo_lumo_gap_ev": [6.15, 6.13],
  "spin_multiplicity": 2,
  "symbols": ["Yb", "P", "P", "P", "H", "C", "C", "H", "C", "C", "C", "C", "C", "C", "C", "C", "C", "H", "H", "H", "H", "H", "H", "H", "H", "H", "H", "H", "H", "H", "H", "H", "H", "H", "H", "H", "H", "H", "H", "H", "H", "H", "H", "H", "H", "H", "C", "C", "C", "C", "C", "C", "O", "H", "H", "H", "H", "H", "H", "S", "C", "N", "C", "C", "C", "C", "H", "H", "H", "H", "H"],
  "coordinates": [[-0.060, -0.096, -0.352], [-0.246, 1.877, -2.183], [0.141, 2.061, 1.521], [0.485, -2.887, -1.121], [-1.927, -0.779, 4.656], [-1.580, -1.666, 4.146], [-0.287, -2.082, 4.238], [0.431, -1.543, 4.861], [-1.699, 2.852, -2.690], [1.052, 3.252, -2.153], [0.232, 1.179, -3.836], [0.213, 1.462, 3.248], [1.626, 3.140, 1.546], [-1.171, 3.331, 1.673], [0.502, -4.166, 0.204], [2.008, -3.399, -2.016], [-0.760, -3.653, -2.232], [-2.302, -2.200, 3.513], [0.069, -2.995, 3.750], [-1.429, 3.522, -3.523], [-2.022, 3.444, -1.824], [-2.500, 2.170, -2.998], [1.132, 3.767, -3.129], [2.054, 2.863, -1.908], [0.789, 4.014, -1.403], [0.305, 1.966, -4.608], [-0.534, 0.459, -4.151], [1.206, 0.668, -3.784], [-0.146, 2.245, 3.933], [1.247, 1.206, 3.509], [-0.399, 0.560, 3.382], [1.395, 4.074, 2.078], [1.932, 3.373, 0.519], [2.459, 2.632, 2.045], [-0.845, 4.123, 2.364], [-2.087, 2.862, 2.057], [-1.386, 3.769, 0.689], [0.019, -5.094, -0.135], [-0.037, -3.788, 1.083], [1.536, -4.384, 0.504], [1.861, -4.347, -2.554], [2.820, -3.506, -1.287], [2.294, -2.615, -2.727], [-0.626, -4.745, -2.243], [-0.657, -3.264, -3.254], [-1.768, -3.413, -1.871], [-3.331, -0.636, -1.011], [-4.084, 0.284, -1.616], [-5.289, -0.181, -2.127], [-5.657, -1.495, -1.943], [-4.864, -2.389, -1.225], [-3.665, -1.914, -0.713], [-1.929, -0.338, -0.540], [-0.895, 0.850, -1.428], [-3.799, 1.372, -1.642], [-5.971, 0.498, -2.652], [-6.625, -1.869, -2.345], [-5.146, -3.417, -1.031], [-2.953, -2.540, -0.121], [2.840, 0.025, -0.939], [3.642, 0.200, 0.566], [4.740, 1.032, 0.656], [5.351, 1.320, 1.844], [4.883, 0.761, 3.018], [3.795, -0.134, 2.948], [3.210, -0.432, 1.726], [5.072, 1.460, -0.209], [6.208, 2.004, 1.794], [5.345, 1.010, 3.962], [3.414, -0.601, 3.859], [2.367, -1.119, 1.634]],
  "mulliken_spin": [1.002, -0.002, -0.002, -0.001, 0.000, 0.000, 0.000, 0.000, 0.000, 0.000, 0.000, 0.000, 0.000, 0.000, 0.000, 0.000, -0.001, 0.000, 0.000, 0.000, 0.000, 0.000, 0.000, 0.000, 0.000, 0.000, 0.000, 0.000, 0.000, 0.000, 0.000, 0.000, 0.000, 0.000, 0.000, 0.000, 0.000, 0.000, 0.000, 0.000, 0.000, 0.000, 0.000, 0.000, 0.000, 0.000, -0.002, 0.001, -0.001, 0.001, -0.001, 0.001, 0.008, -0.001, 0.000, 0.000, 0.000, 0.000, 0.000, -0.003, 0.001, 0.000, 0.000, 0.000, 0.000, -0.001, 0.000, 0.000, 0.000, 0.000, 0.000]
}

{
  "formula": "C37H35CoN4Si",
  "method": "ωB97M-V with the def2-TZVPD basis set",
  "total_charge": 1,
  "homo_energy_ha": [-0.3846, -0.3730],
  "homo_lumo_gap_ev": [8.21, 7.73],
  "spin_multiplicity": 2,
  "symbols": ["Co", "C", "C", "C", "C", "C", "C", "C", "N", "N", "C", "C", "C", "C", "C", "C", "N", "C", "C", "C", "C", "C", "C", "N", "H", "H", "H", "H", "H", "H", "H", "H", "H", "H", "H", "H", "H", "H", "H", "H", "H", "H", "H", "H", "C", "C", "C", "C", "C", "C", "Si", "C", "C", "C", "C", "C", "C", "C", "C", "C", "C", "C", "C", "H", "H", "H", "H", "H", "H", "H", "H", "H", "H", "H", "H", "H", "H", "H"],
  "coordinates": [[-0.082, -1.072, 0.027], [-0.334, -3.429, 1.777], [-1.642, -2.976, 2.404], [-1.808, -1.506, 2.686], [-2.379, -1.101, 3.886], [-2.700, 0.232, 4.076], [-2.461, 1.121, 3.043], [-1.852, 0.646, 1.897], [-1.496, -0.631, 1.722], [-0.193, -3.148, 0.328], [-1.292, -3.716, -0.474], [-2.292, -2.674, -0.891], [-3.588, -3.035, -1.216], [-4.471, -2.061, -1.653], [-4.022, -0.755, -1.739], [-2.715, -0.474, -1.384], [-1.853, -1.410, -0.974], [1.102, -3.684, -0.112], [2.225, -2.784, 0.307], [3.513, -3.278, 0.429], [4.544, -2.403, 0.717], [4.247, -1.061, 0.874], [2.936, -0.647, 0.743], [1.926, -1.487, 0.468], [-0.235, -4.512, 1.929], [0.507, -2.950, 2.283], [-1.766, -3.525, 3.338], [-2.481, -3.285, 1.773], [-2.589, -1.834, 4.653], [-3.145, 0.564, 5.005], [-2.719, 2.168, 3.118], [-1.638, 1.320, 1.080], [-1.789, -4.535, 0.053], [-0.873, -4.149, -1.385], [-3.897, -4.069, -1.126], [-5.488, -2.318, -1.915], [-4.668, 0.047, -2.067], [-2.342, 0.537, -1.419], [1.109, -3.744, -1.203], [1.264, -4.698, 0.271], [3.694, -4.336, 0.296], [5.560, -2.763, 0.817], [5.013, -0.331, 1.092], [2.686, 0.394, 0.861], [3.483, 1.086, -4.199], [3.093, -0.098, -3.595], [2.202, -0.071, -2.529], [1.678, 1.128, -2.037], [2.064, 2.305, -2.689], [2.959, 2.289, -3.748], [0.440, 1.170, -0.584], [1.175, 2.117, 0.893], [1.837, 3.332, 0.688], [2.380, 4.049, 1.745], [2.264, 3.562, 3.042], [1.610, 2.363, 3.265], [1.070, 1.645, 2.200], [-0.878, 2.364, -1.274], [-1.250, 2.307, -2.624], [-2.193, 3.172, -3.157], [-2.788, 4.133, -2.348], [-2.425, 4.223, -1.014], [-1.480, 3.349, -0.488], [4.180, 1.071, -5.027], [3.476, -1.045, -3.957], [1.892, -1.011, -2.091], [1.643, 3.255, -2.379], [3.242, 3.217, -4.229], [1.935, 3.729, -0.315], [2.890, 4.985, 1.555], [2.682, 4.115, 3.873], [1.520, 1.974, 4.272], [0.597, 0.696, 2.429], [-0.775, 1.583, -3.279], [-2.454, 3.108, -4.206], [-3.521, 4.815, -2.760], [-2.866, 4.984, -0.382], [-1.196, 3.457, 0.554]],
  "mulliken_spin": [1.329, 0.007, 0.002, 0.001, -0.001, -0.001, -0.006, -0.033, 0.024, -0.011, -0.013, 0.022, 0.001, 0.002, 0.000, 0.030, -0.045, 0.010, -0.019, 0.002, 0.002, -0.002, 0.023, -0.069, 0.000, -0.002, 0.000, 0.000, 0.000, 0.000, 0.000, 0.029, -0.001, 0.004, 0.000, 0.000, 0.000, -0.013, 0.000, 0.002, 0.000, 0.000, 0.000, 0.011, 0.001, 0.009, -0.006, -0.069, -0.003, -0.001, -0.246, -0.017, 0.003, -0.002, 0.001, -0.002, 0.012, 0.006, -0.022, 0.005, -0.009, 0.005, -0.020, 0.000, 0.001, 0.075, 0.001, 0.000, 0.000, 0.000, 0.000, 0.000, -0.002, -0.001, 0.000, -0.001, 0.000, -0.002]
}

{
  "formula": "C4H14N2O",
  "method": "ωB97M-V with the def2-TZVPD basis set",
  "total_charge": 0,
  "homo_energy_ha": -0.3252,
  "smiles": "NCCCCN.O",
  "homo_lumo_gap_ev": 9.70,
  "spin_multiplicity": 1,
  "symbols": ["C", "N", "C", "C", "C", "N", "H", "H", "H", "H", "H", "H", "H", "H", "H", "H", "H", "H", "H", "H", "O"],
  "coordinates": [[-0.848, 1.124, -1.057], [-0.889, 1.995, 0.123], [-0.701, -0.353, -0.733], [0.740, -0.763, -0.425], [1.370, -1.731, -1.470], [2.153, -2.828, -0.939], [-0.045, 1.439, -1.714], [-1.743, 1.304, -1.623], [-1.837, 2.257, 0.347], [-0.470, 1.530, 0.915], [-1.123, -0.943, -1.553], [-1.393, -0.647, 0.060], [0.828, -1.207, 0.545], [1.396, 0.096, -0.422], [0.633, -2.150, -2.158], [2.045, -1.163, -2.117], [1.601, -3.547, -0.503], [2.965, -2.557, -0.416], [-1.860, 2.846, 5.107], [-0.997, 2.801, 3.825], [-1.826, 2.498, 4.207]],
  "nbo_charge": [-0.210, -0.845, -0.424, -0.437, -0.206, -0.850, 0.173, 0.186, 0.361, 0.349, 0.204, 0.206, 0.205, 0.200, 0.184, 0.184, 0.359, 0.360, 0.471, 0.471, -0.942]
}

{
  "formula": "C3H6Br2O2",
  "method": "ωB97M-V with the def2-TZVPD basis set",
  "total_charge": 0,
  "homo_energy_ha": -0.3765,
  "smiles": "C[C@H](Br)C(O)(O)Br",
  "homo_lumo_gap_ev": 9.72,
  "spin_multiplicity": 1,
  "symbols": ["C", "C", "C", "O", "O", "Br", "Br", "H", "H", "H", "H", "H", "H"],
  "coordinates": [[0.395, -1.388, -0.708], [0.311, 0.099, -0.573], [-0.634, 0.706, 0.477], [-0.452, 2.045, 0.734], [-0.484, -0.085, 1.578], [-2.416, 0.348, -0.339], [2.551, 0.551, -0.304], [1.368, -1.737, -0.994], [-0.326, -1.598, -1.502], [-0.027, -1.937, 0.058], [0.150, 0.306, -1.613], [0.522, 2.263, 0.908], [-0.959, 0.426, 2.280]],
  "nbo_charge": [-0.674, -0.074, 0.459, -0.722, -0.690, -0.023, -0.208, 0.250, 0.219, 0.231, 0.226, 0.515, 0.491]
}

Here are the calculated F_max numbers, same order: 5.56 7.91 0.51 1.09 2.54 (eV/A).
Here are the calculated energy relative to the best compared isomer or geometry (same formula, charge and spin) numbers, same order: 0.00 51.91 0.00 32.98 30.54 (kcal per mole).
Here are the calculated calculated total energy numbers, same order: -13174.9406 -97236.8043 -90398.6061 -9402.1767 -147387.1537 (eV).